ORCA calculation (the ωB97M-V functional and the def2-TZVPD basis) on a structure of composition C14H51IN24O17S.

```
108
Properties=species:S:1:pos:R:3:lowdin_charge:R:1
O 0.784 -0.095 -6.408 -0.258
S 1.576 0.950 -5.901 0.534
O 1.697 2.046 -6.764 -0.203
O 2.942 0.287 -5.416 -0.108
C 2.763 -0.016 -4.024 -0.390
O 3.622 0.910 -3.367 0.002
C 1.390 0.456 -3.577 -0.723
I -0.174 -0.995 -3.376 1.145
O 1.120 1.523 -4.493 -0.197
H 3.082 -0.987 -3.695 0.156
H 4.511 0.536 -3.322 0.114
H 1.539 0.780 -2.571 0.055
C -3.366 -2.745 -1.846 -0.669
O -2.623 -2.150 -2.625 -0.188
N -3.182 -2.526 -0.510 0.145
N -4.350 -3.590 -2.232 0.175
H -3.735 -2.933 0.221 0.096
H -2.417 -1.900 -0.287 0.056
H -4.482 -3.740 -3.222 0.076
H -4.946 -4.068 -1.584 0.105
C -0.728 0.116 0.763 -0.684
O -1.281 -0.968 0.948 -0.025
N -1.413 1.276 0.622 0.179
N 0.634 0.212 0.683 0.168
H -0.973 2.163 0.471 0.070
H -2.411 1.235 0.691 0.102
H 1.158 -0.638 0.771 0.109
H 1.126 1.070 0.513 -0.041
C -1.688 1.832 4.157 -0.675
O -2.404 2.073 3.196 0.001
N -1.942 2.329 5.404 0.151
N -0.571 1.049 4.075 0.175
H -1.356 2.151 6.202 0.066
H -2.749 2.912 5.507 0.095
H -0.339 0.653 3.182 0.071
H 0.020 0.857 4.862 0.093
C 1.227 4.024 6.829 -0.673
O 0.639 2.971 7.045 -0.006
N 0.559 5.191 6.579 0.155
N 2.584 4.122 6.819 0.164
H 1.020 6.062 6.397 0.092
H -0.442 5.156 6.573 0.095
H 3.102 3.284 6.997 0.101
H 3.080 4.984 6.644 0.047
C -6.511 -2.022 -4.650 -0.660
O -5.873 -3.044 -4.471 0.018
N -7.395 -1.881 -5.686 0.150
N -6.386 -0.941 -3.823 0.162
H -7.929 -1.050 -5.851 0.090
H -7.501 -2.661 -6.306 0.102
H -5.738 -1.022 -3.061 0.098
H -6.896 -0.087 -3.943 0.090
C -1.906 -6.176 0.770 -0.695
O -2.542 -6.574 -0.196 0.001
N -1.821 -4.859 1.103 0.176
N -1.220 -7.039 1.590 0.151
H -1.301 -4.518 1.890 0.103
H -2.305 -4.200 0.515 0.054
H -1.268 -8.014 1.367 0.100
H -0.682 -6.749 2.392 0.063
C 1.900 2.835 -0.137 -0.620
O 2.313 1.775 0.326 0.009
N 2.189 3.233 -1.420 0.185
N 1.121 3.697 0.566 0.180
H 1.862 4.092 -1.819 0.103
H 2.764 2.623 -1.976 0.076
H 0.889 3.445 1.506 0.116
H 0.763 4.563 0.191 0.065
C -2.004 5.356 -0.816 -0.649
O -1.040 5.114 -0.099 -0.001
N -2.770 6.474 -0.654 0.159
N -2.379 4.519 -1.825 0.167
H -3.563 6.691 -1.225 0.096
H -2.514 7.103 0.083 0.105
H -1.834 3.688 -1.962 0.104
H -3.162 4.690 -2.425 0.098
C 2.261 -5.896 -0.163 -0.668
O 1.912 -5.147 0.743 -0.006
N 3.485 -5.786 -0.769 0.153
N 1.453 -6.887 -0.619 0.180
H 3.791 -6.385 -1.511 0.091
H 4.093 -5.058 -0.447 0.099
H 0.559 -6.985 -0.167 0.080
H 1.694 -7.513 -1.363 0.099
C -0.663 0.355 -10.443 -0.685
O -1.177 0.178 -11.535 0.012
N -0.491 1.604 -9.903 0.151
N -0.210 -0.670 -9.662 0.158
H -0.067 1.768 -9.008 0.078
H -0.808 2.384 -10.445 0.097
H -0.311 -1.601 -10.016 0.101
H 0.212 -0.527 -8.763 0.066
C 1.959 -7.134 4.130 -0.669
O 0.739 -7.237 4.160 0.008
N 2.751 -7.587 5.156 0.143
N 2.608 -6.564 3.079 0.168
H 3.749 -7.515 5.158 0.087
H 2.291 -8.009 5.939 0.097
H 2.027 -6.228 2.324 0.051
H 3.602 -6.465 3.019 0.096
C 5.228 6.937 7.125 -0.661
O 4.521 6.365 6.305 0.005
N 5.381 8.293 7.128 0.155
N 5.915 6.262 8.092 0.159
H 5.954 8.786 7.786 0.095
H 4.888 8.812 6.427 0.105
H 5.822 5.265 8.112 0.104
H 6.500 6.709 8.772 0.096
```

## Properties
Charge: 0
ΔE to the lowest compared entry with this formula, charge and spin in eV: 0.000

***

ORCA calculation (the ωB97M-V functional and the def2-TZVPD basis) on a structure of composition C14H56InN28O14.

```
113
Properties=species:S:1:pos:R:3:lowdin_charge:R:1
In -0.181 -0.108 0.258 1.585
C -3.556 1.020 -2.004 -0.838
O -2.431 0.808 -1.638 0.015
N -4.466 0.161 -2.266 0.216
N -3.873 2.177 -2.379 0.221
H -5.373 0.535 -2.505 0.131
H -4.377 -0.777 -1.903 0.095
H -4.697 2.341 -2.940 0.141
H -3.178 2.901 -2.266 0.107
C -0.052 1.912 3.612 -0.741
O -0.459 1.767 2.450 -0.027
N 0.458 3.042 4.065 0.209
N -0.429 1.204 4.562 0.221
H 0.632 3.222 5.043 0.129
H 0.730 3.747 3.394 0.127
H 0.085 1.259 5.429 0.148
H -0.804 0.351 4.171 0.083
C -2.143 -1.663 3.416 -0.698
O -1.174 -1.235 2.855 0.013
N -2.965 -2.586 2.939 0.195
N -2.743 -1.072 4.471 0.182
H -2.748 -3.039 2.063 0.086
H -3.810 -2.838 3.431 0.129
H -3.432 -1.408 5.129 0.128
H -2.364 -0.155 4.657 0.086
C 2.948 2.684 0.196 -0.828
O 2.326 1.768 0.677 0.029
N 2.428 3.861 -0.032 0.203
N 4.118 2.668 -0.255 0.197
H 3.027 4.614 -0.340 0.131
H 1.445 3.842 0.200 0.078
H 4.400 3.212 -1.058 0.140
H 4.590 1.827 0.045 0.132
C -3.442 -2.666 -0.347 -0.735
O -2.370 -1.968 -0.276 -0.044
N -3.573 -3.880 -0.772 0.201
N -4.602 -2.231 -0.025 0.176
H -4.520 -4.193 -0.927 0.126
H -2.864 -4.599 -0.810 0.136
H -5.488 -2.628 -0.303 0.140
H -4.575 -1.275 0.300 0.108
C 5.281 0.905 3.047 -0.806
O 5.355 -0.189 2.566 0.049
N 6.253 1.771 3.161 0.182
N 4.156 1.412 3.361 0.187
H 5.988 2.745 3.163 0.114
H 7.097 1.621 2.626 0.126
H 3.395 0.781 3.155 0.083
H 4.085 2.127 4.071 0.127
C -3.551 1.632 1.586 -0.703
O -2.883 0.688 1.249 0.018
N -3.009 2.617 2.333 0.185
N -4.834 1.816 1.365 0.196
H -3.600 3.120 2.980 0.115
H -2.037 2.501 2.579 0.053
H -5.356 0.980 1.144 0.118
H -5.241 2.688 1.670 0.126
C 0.248 -4.151 0.906 -0.821
O 0.549 -3.069 0.521 0.031
N -0.444 -4.228 1.917 0.221
N 0.729 -5.273 0.376 0.209
H -0.670 -3.367 2.395 0.092
H -0.732 -5.052 2.425 0.145
H 0.702 -6.121 0.924 0.120
H 1.355 -5.205 -0.414 0.122
C -0.005 -2.811 -2.938 -0.819
O -0.031 -2.208 -1.920 0.021
N -0.994 -3.091 -3.639 0.216
N 1.169 -3.284 -3.365 0.185
H -1.868 -2.763 -3.254 0.128
H -0.866 -3.207 -4.634 0.134
H 1.308 -3.631 -4.303 0.112
H 2.020 -3.066 -2.865 0.091
C -0.678 3.732 -1.074 -0.830
O -0.422 2.721 -0.466 0.018
N -1.046 3.823 -2.291 0.202
N -0.680 4.870 -0.569 0.202
H -0.840 4.642 -2.845 0.145
H -1.207 2.928 -2.730 0.073
H -1.118 5.631 -1.069 0.144
H -0.450 4.960 0.411 0.136
C 3.760 -1.304 -0.722 -0.799
O 2.701 -0.901 -0.283 0.022
N 4.157 -1.458 -1.922 0.183
N 4.784 -1.471 0.022 0.201
H 3.431 -1.402 -2.622 0.105
H 4.926 -2.112 -1.950 0.133
H 5.651 -1.599 -0.480 0.133
H 4.671 -1.325 1.015 0.086
C -2.010 1.532 -5.245 -0.833
O -2.038 2.561 -4.669 0.079
N -1.997 0.351 -4.732 0.184
N -1.987 1.418 -6.518 0.181
H -2.061 -0.522 -5.235 0.117
H -1.927 0.264 -3.728 0.080
H -2.108 2.209 -7.135 0.135
H -2.135 0.541 -6.996 0.120
C 2.311 -1.544 3.257 -0.828
O 1.710 -0.755 2.620 0.046
N 2.492 -1.537 4.525 0.204
N 2.715 -2.679 2.781 0.209
H 2.242 -0.672 4.981 0.125
H 2.852 -2.382 4.946 0.133
H 3.264 -3.218 3.435 0.124
H 2.665 -2.942 1.807 0.112
C 1.323 0.764 -3.292 -0.785
O 0.285 0.658 -2.687 0.050
N 1.406 0.358 -4.474 0.205
N 2.466 1.245 -2.941 0.224
H 0.559 0.373 -5.024 0.120
H 2.288 0.412 -4.964 0.132
H 3.185 1.214 -3.650 0.125
H 2.792 1.329 -1.989 0.094
```

## Properties
Charge: +3
ΔE to the lowest compared entry with this formula, charge and spin in eV: 1.447

***

ORCA calculation (the ωB97M-V functional and the def2-TZVPD basis) on a cluster of 18 separate species, C14H56NO22PS in total.

```
95
Properties=species:S:1:pos:R:3:lowdin_charge:R:1
C 0.976 3.816 -2.373 -0.140
C -0.411 3.184 -2.117 -0.376
P -0.404 2.410 -0.449 1.100
C -2.170 2.218 0.065 -0.389
C -2.904 3.550 0.005 -0.143
C 0.370 0.688 -0.548 -0.387
O 0.783 0.317 0.804 0.015
C 1.254 1.284 1.508 -0.404
N 1.738 2.160 2.109 0.189
C -0.772 -0.230 -1.141 -0.218
C -1.708 -1.025 -0.212 -0.007
C -3.032 -1.195 -0.908 -0.485
O -4.058 -0.695 -0.516 0.123
O -2.971 -1.964 -2.039 0.102
O -0.110 -1.239 -1.953 0.055
C 1.217 -1.103 -1.707 -0.423
O 2.005 -2.000 -1.584 0.165
C 1.454 0.408 -1.623 -0.170
C 2.859 0.721 -1.149 -0.125
C 4.002 0.232 -2.054 -0.234
C 3.658 -0.074 -3.504 -0.543
S 3.060 1.357 -4.461 0.758
H 1.295 4.288 -1.457 0.033
H 0.830 4.570 -3.131 0.073
H 1.668 3.055 -2.696 0.008
H -0.642 2.425 -2.863 0.049
H -1.136 3.979 -2.173 0.066
H -2.235 1.857 1.085 0.071
H -2.716 1.509 -0.548 0.057
H -2.572 4.226 0.779 0.072
H -3.948 3.357 0.218 0.074
H -2.867 4.021 -0.966 0.052
H -1.298 0.411 -1.839 0.133
H -1.242 -1.968 0.027 0.120
H -1.888 -0.454 0.685 0.118
H -3.248 -1.409 -2.772 0.121
H 1.089 0.931 -2.493 0.112
H 2.953 1.768 -0.892 0.118
H 2.978 0.192 -0.211 0.115
H 4.442 -0.666 -1.646 0.071
H 4.799 0.964 -2.077 0.110
H 2.989 -0.908 -3.624 0.045
H 4.577 -0.382 -3.981 0.060
H 1.843 0.932 -4.830 -0.158
O -0.837 2.031 3.853 -0.057
H -0.779 1.082 4.028 0.014
H 0.048 2.267 3.547 0.009
O -1.418 -1.257 4.042 -0.052
H -2.183 -1.471 3.492 0.018
H -1.483 -1.870 4.789 0.026
O -1.194 -4.124 1.382 -0.066
H -1.318 -5.043 1.631 0.025
H -0.334 -4.102 0.950 0.016
O -0.749 2.226 -5.354 -0.068
H -0.631 1.430 -5.898 -0.012
H -1.361 2.761 -5.866 0.037
O 3.038 5.324 0.008 -0.060
H 3.990 5.415 -0.095 0.034
H 2.905 5.248 0.958 0.034
O -3.935 -2.841 2.809 -0.052
H -4.818 -2.452 2.818 0.014
H -4.091 -3.784 2.678 0.012
O -6.583 -0.869 2.462 -0.048
H -6.242 -0.228 1.830 0.039
H -7.067 -0.338 3.101 0.041
O -0.505 0.120 -7.333 -0.042
H -0.615 0.394 -8.249 0.056
H 0.026 -0.680 -7.382 0.054
O 4.018 -3.305 -4.339 -0.041
H 3.175 -3.558 -4.726 0.052
H 4.023 -3.744 -3.481 0.045
O 6.483 -5.291 -3.912 -0.059
H 5.761 -4.682 -4.105 -0.011
H 7.270 -4.824 -4.203 0.035
O -3.768 1.638 4.165 -0.059
H -3.839 0.683 4.247 0.021
H -2.842 1.788 3.930 -0.014
O -0.012 3.868 6.230 -0.057
H -0.322 3.619 5.352 0.000
H 0.218 4.798 6.154 0.032
O -1.460 -2.315 6.967 -0.048
H -0.623 -2.376 7.437 0.043
H -2.069 -1.953 7.615 0.049
O 0.008 0.080 6.417 -0.054
H -0.301 -0.176 5.544 -0.020
H 0.244 1.012 6.337 0.029
O 0.993 -2.752 1.833 -0.042
H 1.146 -2.832 2.779 0.053
H 0.969 -1.807 1.670 0.013
O 5.880 -1.434 -0.209 -0.052
H 6.683 -1.652 0.274 0.042
H 5.361 -2.245 -0.163 0.044
O -3.997 -5.667 1.397 -0.045
H -3.957 -5.208 0.551 0.048
H -3.411 -6.420 1.286 0.038
```

## Properties
Charge: 0

***

Number 1: orbital gap 8.89 eV. Number 2: orbital gap 4.45 eV. Number 3: orbital gap 7.96 eV.